Entry 1:
2 unconnected molecules or ions with the total composition C5H14NOS, computed with the ωB97M-V functional and the def2-TZVPD basis.

Summary:
* relative energy (zero: lowest compared OMol25 entry of this formula, charge and spin): 17.80 kcal per mole
* orbital gap: 0.232 Ha

```
! RIJCOSX wB97M-V def2-TZVPD def2/J DEFGRID3
* xyz -1 1
C 1.03 0.17 -1.26
C -0.27 0.97 -1.25
S -0.84 1.47 -2.93
C 1.15 -0.85 -0.16
N 1.29 -0.26 1.21
C 0.13 -0.36 2.10
C -0.65 0.95 2.24
H 1.86 0.86 -1.12
H 1.16 -0.23 -2.25
H -0.20 1.89 -0.67
H -1.08 0.42 -0.76
H 2.01 -1.52 -0.30
H 0.32 -1.55 -0.09
H 1.50 0.73 1.10
H -0.54 -1.12 1.73
H 0.55 -0.65 3.07
H -0.15 1.67 2.91
H -0.70 1.40 1.26
H -1.67 0.83 2.61
H -2.37 -1.37 -2.26
H -0.87 -1.47 -2.68
O -1.67 -1.99 -2.49
*
```

***

Entry 2:
A single C4H5NS molecule, computed with the ωB97M-V functional and the def2-TZVPD basis.

Summary:
* relative energy (zero: lowest compared OMol25 entry of this formula, charge and spin): 7.11 kcal per mole
* orbital gap: 0.304 Ha

```
! RIJCOSX wB97M-V def2-TZVPD def2/J DEFGRID3
* xyz 0 1
S -2.62 0.17 0.00
C -0.87 0.18 -0.01
C 0.02 1.28 -0.03
C 1.31 0.76 0.01
C 1.28 -0.62 -0.01
N -0.03 -0.96 -0.02
H -2.71 -1.17 0.04
H -0.24 2.36 -0.04
H 2.25 1.36 0.06
H 2.03 -1.43 0.04
H -0.42 -1.90 -0.05
*
```

***

Entry 3:
40 unconnected molecules or ions with the total composition H80O40, computed with the ωB97M-V functional and the def2-TZVPD basis.

Summary:
* relative energy (zero: lowest compared OMol25 entry of this formula, charge and spin): 354.64 kcal per mole
* orbital gap: 0.340 Ha

```
! RIJCOSX wB97M-V def2-TZVPD def2/J DEFGRID3
* xyz 0 1
H -1.92 -2.50 3.28
H -3.19 -1.96 3.68
O -2.21 -1.81 3.83
H -1.58 5.36 -1.77
H -1.77 5.80 -0.24
O -1.55 6.04 -1.07
H -0.75 -0.29 3.38
H 0.67 -0.41 2.76
O 0.06 -0.77 3.37
H -4.74 -0.36 1.94
H -5.35 -1.18 0.90
O -5.52 -0.59 1.68
H -3.84 3.58 -1.73
H -2.88 2.74 -1.49
O -3.06 3.73 -1.44
H 0.95 -6.53 -0.16
O 1.18 -5.85 -0.84
H -2.42 -5.09 1.07
O -2.43 -4.37 1.79
H -0.08 -3.88 -2.01
H -0.70 -3.19 -2.99
O -0.41 -3.01 -2.09
H -5.74 3.15 1.28
H -5.30 1.83 1.58
O -5.12 2.68 1.87
H -1.03 -2.62 -4.66
H -1.10 -1.39 -5.61
O -0.77 -2.34 -5.52
H -3.95 1.20 -0.03
H -4.18 0.33 -1.18
O -4.18 1.21 -1.05
H -5.64 -1.96 -1.48
O -4.71 -1.93 -2.00
H 5.25 0.11 -3.09
H 4.95 0.81 -4.48
O 5.16 0.02 -4.05
H 0.53 -0.62 6.13
H 0.09 -1.97 6.36
O 0.79 -1.38 6.55
H 1.99 2.62 5.71
H 1.18 2.91 4.37
O 1.26 2.26 5.06
H 2.66 1.75 -3.62
H 2.42 0.81 -2.34
O 2.10 0.94 -3.28
H -2.21 2.77 5.45
H -1.00 3.26 5.86
O -1.72 3.52 5.37
H 4.96 -1.88 1.01
H 3.58 -1.50 0.68
O 4.24 -2.15 0.50
H 1.16 -1.52 -0.86
O 1.47 -0.60 -0.47
H 2.35 3.58 2.07
H 2.66 2.22 2.10
O 2.55 2.93 2.75
H -1.03 0.05 5.50
O -1.04 1.03 5.15
H 3.94 -3.12 -3.95
H 4.15 -1.63 -3.78
O 3.62 -2.33 -3.37
H -0.17 -1.04 0.24
H -0.61 -1.51 1.53
O -0.97 -1.12 0.67
H 0.74 2.00 0.72
H 0.83 0.69 0.70
O 1.31 1.36 1.24
H -0.37 4.06 1.51
H 0.20 5.06 0.62
O 0.45 4.63 1.42
H 0.33 2.85 -3.73
H 1.50 4.05 -3.60
O 1.24 3.08 -3.60
H 2.13 3.84 -0.63
H 1.98 2.89 -2.09
O 1.93 3.33 -1.21
H 4.08 -4.76 -0.23
H 4.36 -4.13 1.02
O 4.18 -5.03 0.66
H 3.98 -0.77 -1.01
H 5.19 0.37 -1.01
O 4.75 -0.46 -1.29
H -2.11 1.18 1.33
H -2.64 -0.04 0.33
O -2.84 0.63 1.01
H 2.88 -3.34 -0.36
H 2.32 -2.86 -1.84
O 2.14 -3.26 -0.94
H -2.96 3.46 1.89
O -2.01 3.65 2.06
H -3.03 -2.01 0.88
H -3.58 -2.48 -0.52
O -3.67 -2.58 0.40
H 0.91 -0.01 -1.02
H 1.19 -4.98 -0.79
H -0.31 1.29 5.48
H -2.56 -3.59 1.16
H -4.88 -2.61 -2.59
H -1.91 3.94 3.00
O 0.66 -3.18 3.37
H 0.44 -3.60 4.26
H 0.34 -2.26 3.35
O -0.26 1.58 -1.04
H 0.28 2.04 -1.71
H -1.11 1.21 -1.43
O 1.74 -4.57 -4.05
H 1.41 -3.70 -3.95
H 1.20 -5.14 -3.55
O -1.68 -0.45 -1.82
H -0.71 -0.56 -1.83
H -1.91 -0.21 -2.73
O -1.21 3.06 -4.97
H -0.56 3.54 -5.43
H -2.10 3.55 -4.77
O 4.67 2.22 -0.26
H 4.23 2.99 -0.82
H 5.47 2.78 -0.12
O 0.06 -0.47 -3.57
H 1.03 -0.43 -3.79
H -0.16 -0.14 -4.46
*
```

***

The highest orbital gap belongs to which entry? H80O40